[1]
107
Properties=species:S:1:pos:R:3:lowdin_charge:R:1 method="wB97M-V/def2-TZVPD" multiplicity=2 homo_ev=-3.9 s_squared=0.758 homo_lumo_gap_ev=5.2 total_charge=-1 fmax_ev_per_a=0.63
Te 0.92 -0.87 4.31 0.66
Co 0.19 0.24 -0.31 0.29
P 2.36 -0.75 -0.68 1.14
O 0.32 1.92 -1.28 -0.11
O -0.96 6.38 -6.31 0.06
O 2.51 1.99 -1.76 0.01
O -0.88 -3.49 1.17 -0.01
O 1.13 6.87 -6.41 0.06
N -6.19 -2.01 -7.63 0.14
N -0.50 -1.34 0.69 0.09
N 1.01 1.29 1.23 0.04
N 0.20 6.21 -5.98 -0.35
C -1.89 -1.02 5.64 -0.34
C -4.08 -0.74 2.04 -0.06
C 0.49 5.22 -4.93 -0.15
C -3.32 0.85 6.26 -0.29
C 3.87 -0.16 1.56 -0.12
C -3.38 -2.28 -5.55 -0.04
C 1.95 -0.93 -3.39 -0.08
C -4.71 -0.38 -4.91 -0.03
C -2.32 1.71 5.81 -0.04
C -1.76 -0.60 -2.65 -0.10
C 4.74 0.80 -0.47 -0.10
C -5.44 -1.77 -6.79 -0.20
C -3.08 -0.51 6.16 -0.04
C -1.13 1.24 5.28 -0.33
C 3.79 0.01 0.17 -0.36
C 2.47 -2.41 0.13 -0.25
C 3.90 -4.25 0.80 -0.07
C -0.01 -2.51 0.85 -0.31
C 4.20 -1.45 -2.76 -0.10
C 2.82 -4.87 1.42 -0.06
C 1.80 5.05 -4.52 0.01
C 1.34 2.35 -1.91 -0.57
C 5.84 1.22 1.64 -0.09
C 1.38 -3.03 0.76 -0.11
C 2.27 -1.16 -4.72 -0.07
C 4.88 0.45 2.29 -0.07
C 5.76 1.39 0.26 -0.08
C -0.28 3.57 -3.40 0.01
C 2.91 -1.08 -2.39 -0.32
C -0.11 2.25 4.84 -0.12
C -2.49 -2.00 -4.54 -0.03
C -1.76 -2.52 5.60 -0.11
C -0.56 4.50 -4.40 0.01
C -0.95 -0.34 -1.77 -0.04
C 3.56 -1.53 -5.07 -0.09
C -0.89 -0.15 5.17 -0.59
C -3.81 -0.10 -3.90 -0.03
C 4.53 -1.67 -4.09 -0.09
C -1.98 -1.43 0.92 -0.25
C -4.50 -1.47 -5.74 -0.25
C -2.16 -2.88 1.39 -0.08
C 3.71 -3.04 0.18 -0.08
C -2.58 -0.46 1.94 -0.37
C -2.36 1.01 1.61 -0.05
C -2.69 -0.90 -3.69 -0.24
C -4.60 1.38 6.85 -0.07
C 1.03 3.38 -2.97 -0.10
C 2.06 4.11 -3.54 0.00
C 1.58 -4.26 1.40 -0.01
H -1.57 4.66 -4.76 0.12
H -3.97 0.76 -3.25 0.11
H -4.29 -1.78 2.32 0.07
H 3.13 -0.75 2.09 0.06
H 4.88 -4.71 0.83 0.10
H -4.46 1.70 7.89 0.07
H -2.82 1.28 0.65 0.09
H -5.39 0.62 6.84 0.07
H -2.11 -2.96 6.54 0.07
H 4.91 0.33 3.36 0.11
H -2.37 -2.93 2.46 0.11
H 2.95 -5.82 1.93 0.10
H -3.22 -3.13 -6.20 0.12
H 0.94 -0.63 -3.12 0.06
H 6.49 2.01 -0.25 0.10
H 1.91 1.64 0.90 0.05
H -2.90 -3.44 0.83 0.13
H -1.30 1.23 1.56 0.03
H 3.81 -1.71 -6.11 0.10
H 2.58 5.64 -4.98 0.11
H 0.44 2.12 1.37 0.06
H -1.06 2.97 -2.95 0.12
H 3.07 3.93 -3.20 0.12
H -4.97 2.25 6.29 0.07
H -0.74 -2.83 5.42 -0.01
H 5.54 -1.96 -4.36 0.10
H 6.63 1.70 2.20 0.10
H -3.84 -1.21 6.50 0.11
H 4.57 -2.54 -0.25 0.09
H 0.76 -4.74 1.90 0.12
H -2.11 -0.67 2.90 0.11
H -2.39 -2.94 4.80 0.06
H 0.21 2.06 3.81 0.02
H 0.80 2.18 5.44 0.06
H 4.66 0.98 -1.53 0.10
H -0.51 3.26 4.91 0.07
H 4.98 -1.54 -2.01 0.09
H 1.16 0.83 2.13 -0.06
H 1.51 -1.04 -5.48 0.10
H -2.79 1.63 2.39 0.09
H -4.57 -0.54 1.08 0.09
H -1.62 -2.63 -4.39 0.12
H -2.48 2.78 5.88 0.11
H -4.53 -0.10 2.80 0.08
H -2.45 -1.27 -0.05 0.12
H -5.58 0.25 -5.06 0.12



[2]
109
Properties=species:S:1:pos:R:3:lowdin_charge:R:1 method="wB97M-V/def2-TZVPD" de_lowest_ev=0.693 homo_ev=-6.4 homo_lumo_gap_ev=6.5 fmax_ev_per_a=0.99
Cs 0.44 -1.51 -1.79 0.94
S 3.52 -2.00 -2.52 0.35
P -1.71 1.13 0.52 1.14
P 1.95 -0.83 1.61 1.10
O -0.25 0.75 -3.31 -0.10
O -0.65 2.44 -4.76 -0.04
O 0.11 0.96 2.79 -0.01
N 4.41 -4.44 -2.09 0.04
N -2.96 0.18 -3.40 0.08
N 2.39 -4.48 -3.06 -0.05
N 1.20 -3.87 -3.32 -0.10
N -2.35 1.20 -4.11 0.02
N -1.53 -3.34 -3.49 0.06
C 4.19 -4.18 2.02 -0.09
C 3.59 1.48 1.42 -0.09
C -0.85 -3.86 -4.53 -0.22
C 2.95 -0.70 4.28 -0.07
C -5.01 -0.85 2.06 -0.08
C 1.04 1.22 5.02 -0.10
C -3.36 -0.97 -0.16 -0.12
C -0.82 1.92 3.05 -0.18
C -1.01 1.41 -3.99 -0.59
C 1.04 0.65 3.76 -0.19
C -0.87 2.62 4.25 -0.09
C 4.07 2.61 0.79 -0.07
C -3.14 0.02 0.80 -0.37
C -2.83 -3.78 -5.91 -0.06
C 3.55 3.00 -0.44 -0.08
C -1.47 3.19 -1.27 -0.09
C 3.33 -3.71 -2.57 -0.94
C 0.73 2.80 -4.71 -0.03
C 5.65 -2.57 1.02 -0.09
C -2.82 -3.09 -3.64 -0.17
C 2.58 0.71 0.84 -0.36
C -1.48 -4.07 -5.77 -0.02
C 0.57 -4.28 -4.35 -0.30
C -1.89 4.14 -2.19 -0.08
C -2.71 3.92 3.36 -0.06
C -3.73 2.40 -1.06 -0.12
C -4.40 -1.87 -0.02 -0.08
C 2.53 2.26 -1.02 -0.07
C -1.73 2.18 2.01 -0.28
C 3.38 -1.96 1.54 -0.39
C -0.76 1.87 6.62 -0.02
C 4.63 -1.63 1.02 -0.09
C 5.44 -3.84 1.53 -0.10
C 2.94 -0.18 5.57 -0.07
C -3.53 -3.30 -4.82 -0.08
C -2.39 2.31 -0.69 -0.38
C 0.07 2.32 5.41 -0.43
C 0.87 3.59 5.76 -0.02
C 2.04 1.13 -0.37 -0.15
C 2.00 -0.29 3.36 -0.28
C -3.22 4.21 -2.57 -0.09
C -3.97 0.06 1.92 -0.07
C -5.23 -1.81 1.09 -0.08
C 3.17 -3.25 2.02 -0.11
C 1.13 -5.22 -5.39 -0.04
C -1.83 3.62 4.38 -0.02
C 2.01 0.78 5.92 -0.03
C -2.66 3.19 2.18 -0.08
C -4.14 3.33 -2.00 -0.09
H 3.70 -1.42 3.99 0.10
H 6.62 -2.30 0.60 0.11
H 6.24 -4.56 1.52 0.10
H -6.04 -2.53 1.20 0.10
H 1.22 0.58 -0.82 -0.07
H 1.37 1.92 -4.75 0.10
H -5.64 -0.80 2.94 0.10
H -1.45 2.65 6.93 0.08
H 3.94 3.87 -0.94 0.10
H -0.11 1.65 7.47 0.08
H 2.03 1.20 6.92 0.11
H -3.54 4.94 -3.29 0.10
H -3.40 -0.49 -4.03 0.08
H -2.88 1.86 -4.65 0.15
H -0.42 3.12 -1.00 0.10
H 2.12 2.54 -1.97 0.09
H -4.59 -3.09 -4.86 0.10
H -4.56 -2.64 -0.77 0.09
H 4.80 -0.65 0.60 0.10
H 4.21 -5.39 -1.83 0.08
H 1.55 3.39 6.59 0.08
H -3.32 -3.95 -6.86 0.11
H 5.05 -3.92 -1.50 0.04
H 4.00 1.18 2.38 0.11
H 1.31 -4.69 -6.33 0.08
H -3.80 0.81 2.69 0.10
H 3.68 -0.51 6.29 0.10
H 4.01 -5.18 2.40 0.10
H -5.18 3.39 -2.29 0.10
H -2.71 -1.03 -1.03 0.06
H 2.08 -5.61 -5.03 0.06
H 2.19 -3.53 2.40 0.11
H -3.37 3.40 1.39 0.10
H -3.64 0.57 -2.75 0.07
H 1.46 3.92 4.90 0.10
H -1.33 0.97 6.39 0.10
H 0.45 -6.05 -5.60 0.08
H -1.88 4.18 5.30 0.11
H -1.17 4.82 -2.63 0.11
H 0.94 3.36 -3.79 0.08
H -4.45 1.72 -0.62 0.11
H 4.86 3.19 1.25 0.10
H -0.92 -4.45 -6.61 0.10
H -3.33 -2.69 -2.77 0.08
H 0.91 3.44 -5.57 0.10
H -3.44 4.71 3.48 0.11
H 0.20 4.40 6.05 0.08



[3]
119
Properties=species:S:1:pos:R:3:lowdin_charge:R:1 method="wB97M-V/def2-TZVPD" de_lowest_ev=0.695 homo_ev=-3.5 homo_lumo_gap_ev=7.1 total_charge=-2 fmax_ev_per_a=0.74
Sb 2.45 0.17 -0.22 1.60
Rb -1.03 -0.02 -0.96 0.86
S -4.68 3.79 5.00 0.82
S -4.39 1.37 2.61 0.87
S -0.97 2.13 4.04 0.85
O 2.95 -5.74 -6.27 0.02
O -2.88 3.23 -0.60 -0.08
O 2.41 -6.67 -1.62 0.04
O -0.76 -0.94 -3.48 -0.11
O -3.42 1.09 -1.00 -0.13
O 2.38 -3.81 -7.04 0.03
O -8.69 3.84 -2.96 0.01
O 0.85 -5.67 -0.55 0.01
O -8.16 1.59 -2.99 0.02
O 0.74 -3.02 -1.12 -0.05
O 1.20 -0.36 -2.60 -0.21
N -1.82 -3.74 -0.34 0.12
N -0.51 3.17 -0.01 0.01
N 0.26 -3.81 1.72 0.12
N -2.90 -2.20 0.81 0.11
N 2.47 -4.62 -6.12 -0.37
N 1.60 -5.76 -1.53 -0.34
N -1.07 -2.78 3.15 0.11
C -2.88 4.00 5.01 -0.55
C -2.89 0.38 2.82 -0.52
C 3.00 1.94 -1.35 -0.28
C 4.02 -2.48 -0.64 -0.32
C 5.45 2.08 -0.62 -0.05
C 0.99 -2.55 -3.42 -0.04
C -6.56 4.60 -1.95 0.01
C -2.82 -3.29 -1.15 -0.08
C 3.35 4.30 -2.84 -0.10
C 3.41 0.80 1.66 -0.31
C 4.40 3.76 -2.10 -0.07
C -0.93 -3.20 1.91 -0.27
C 3.39 -2.89 0.66 -0.07
C 4.88 1.01 3.56 -0.08
C 5.25 -3.09 -2.64 -0.09
C -3.49 -2.35 -0.42 -0.17
C -5.33 4.13 -1.47 -0.01
C 5.07 -1.81 -3.14 -0.09
C 4.07 1.97 4.13 -0.11
C -9.20 2.54 -3.21 -0.16
C 2.59 1.77 2.26 -0.15
C 1.43 -2.94 -4.64 0.06
C -7.11 2.31 -2.44 -0.20
C 0.09 -3.14 3.78 -0.16
C -1.89 -3.04 0.82 -0.29
C 2.91 2.36 3.47 -0.10
C 1.99 -4.22 -4.83 -0.16
C 4.25 2.59 -1.36 -0.29
C 3.84 -1.19 -1.15 -0.32
C 5.53 -0.63 1.82 -0.07
C 0.93 -3.77 2.91 -0.10
C -4.88 2.03 5.36 -0.56
C -5.26 1.13 4.17 -0.55
C 0.42 -1.16 -3.17 -0.74
C -2.01 0.65 4.03 -0.52
C 1.07 -3.42 -2.26 -0.29
C 1.56 -4.75 -2.55 -0.08
C 4.73 -3.42 -1.39 -0.06
C -7.43 3.65 -2.42 -0.22
C 2.13 3.65 -2.85 -0.09
C -3.67 2.29 -0.98 -0.58
C -2.08 3.54 3.78 -0.56
C 4.58 0.41 2.34 -0.31
C -1.57 2.66 0.41 -0.17
C 2.06 -5.12 -3.79 0.06
C -5.91 1.84 -1.98 0.08
C -5.01 2.79 -1.49 -0.11
C 4.37 -0.87 -2.40 -0.12
C 1.97 2.49 -2.12 -0.14
H 0.26 -2.92 4.82 0.09
H 1.31 4.04 -3.44 0.10
H -3.95 1.69 5.83 0.05
H 5.29 -0.96 0.82 0.04
H 5.37 4.25 -2.11 0.10
H -2.59 0.57 4.95 0.05
H 1.02 1.97 -2.18 0.06
H -1.03 -4.31 -0.62 0.12
H 5.53 1.00 -0.71 0.06
H 2.31 -2.97 0.51 0.04
H 6.36 2.52 -1.03 0.07
H 4.33 2.42 5.08 0.09
H 5.78 -3.84 -3.21 0.10
H 4.19 0.11 -2.81 0.10
H -4.60 4.83 -1.07 0.11
H 3.56 -2.14 1.44 0.05
H 5.53 -1.52 2.47 0.08
H -1.27 -0.16 4.07 0.05
H 4.85 -4.43 -1.01 0.11
H -2.94 -3.64 -2.16 0.12
H -3.15 -0.68 2.81 0.05
H 5.40 2.32 0.44 0.08
H -10.03 2.34 -2.52 0.13
H -9.53 2.47 -4.25 0.13
H -1.39 4.33 3.47 0.06
H 1.35 -2.27 -5.49 0.13
H 3.78 -3.85 1.01 0.09
H -5.66 1.95 6.12 0.06
H 1.67 2.08 1.77 0.07
H -2.75 5.07 5.14 0.05
H 0.63 -4.10 0.81 0.09
H 6.56 -0.25 1.82 0.08
H 2.25 3.10 3.90 0.09
H -5.18 0.08 4.47 0.08
H -2.72 3.34 2.92 0.01
H 3.50 5.21 -3.41 0.09
H -2.49 3.52 5.91 0.06
H -6.31 1.31 3.93 0.06
H 5.79 0.70 4.08 0.10
H -6.82 5.65 -1.94 0.11
H -2.36 0.59 1.89 0.03
H -4.33 -1.74 -0.71 0.10
H -5.64 0.79 -1.99 0.13
H -0.59 3.78 -0.82 0.04
H 1.92 -4.17 3.02 0.10
H 2.47 -6.11 -3.94 0.12
H 5.46 -1.54 -4.11 0.10



[4]
114
Properties=species:S:1:pos:R:3:lowdin_charge:R:1 method="wB97M-V/def2-TZVPD" de_lowest_ev=0.000 homo_ev=-4.1 homo_lumo_gap_ev=5.8 total_charge=-1 fmax_ev_per_a=0.42
Ir -0.13 0.23 -0.51 1.31
O -0.77 -0.35 -8.30 0.07
O -4.71 -4.23 -5.57 0.08
O -2.20 -2.55 -1.77 0.02
O -0.64 -0.96 -2.14 -0.19
O 0.40 0.36 -6.64 0.08
O -4.21 -3.61 -7.57 0.06
N 0.44 1.73 0.81 -0.04
N 1.92 -0.50 -1.04 0.00
N 1.91 -0.51 1.77 0.03
N 1.76 1.87 1.05 0.05
N 2.92 0.14 -0.41 0.03
N -4.05 -3.59 -6.37 -0.35
N 0.69 -0.99 1.37 0.03
N -1.31 1.44 -1.13 -0.12
N -0.49 -0.32 -7.12 -0.34
C -2.27 -1.95 -6.73 0.08
C -3.44 -3.89 2.29 -0.10
C -4.10 0.86 -3.53 -0.06
C 1.10 -3.15 -2.46 -0.03
C 1.28 -1.96 3.30 0.02
C -1.57 1.98 -3.45 -0.15
C 0.90 -4.14 -4.65 -0.09
C -2.20 4.25 1.19 -0.04
C -1.59 -2.92 1.09 -0.03
C 0.30 -1.85 2.30 -0.24
C -4.28 0.56 -1.09 -0.35
C -2.81 -3.58 1.09 -0.08
C -3.61 2.35 2.64 -0.09
C 5.37 0.59 -0.58 -0.02
C 2.47 -1.10 -2.11 -0.22
C -1.63 -2.85 3.49 -0.05
C -3.55 1.35 -4.70 -0.11
C 0.81 3.72 1.76 0.04
C -0.16 2.83 1.27 -0.25
C -1.80 -1.82 -3.97 -0.07
C -1.30 -1.13 -6.20 -0.12
C -3.43 0.89 -2.31 -0.15
C -1.55 -1.79 -2.47 -0.59
C -1.05 -1.05 -4.84 0.07
C 3.39 3.50 2.03 -0.02
C -1.60 3.03 1.48 -0.19
C -3.69 -0.30 0.02 -0.07
C -4.79 1.89 -0.52 -0.06
C -3.00 -2.70 -5.83 -0.11
C 3.56 -0.79 3.63 -0.03
C 1.03 1.97 -3.45 -0.06
C 0.62 -4.16 -3.28 -0.07
C -0.99 -2.55 2.28 -0.16
C -0.27 2.78 -3.49 -0.36
C 2.28 -1.09 2.93 -0.27
C -2.10 1.38 -2.27 -0.26
C -2.30 1.93 -4.63 -0.07
C -3.49 4.52 1.62 -0.09
C -2.79 -2.66 -4.47 0.09
C 3.83 -0.79 -2.17 0.03
C -2.84 -3.51 3.49 -0.10
C -4.19 3.58 2.36 -0.11
C -2.32 2.07 2.20 -0.04
C 2.02 3.06 1.62 -0.27
C 2.11 -2.08 -4.35 -0.04
C 4.09 0.00 -1.06 -0.27
C 1.84 -2.10 -2.99 -0.17
C -0.24 3.91 -2.46 -0.07
C 1.64 -3.10 -5.18 -0.09
B 2.65 0.62 1.02 -0.52
H 5.67 0.17 0.38 0.08
H -4.39 -4.40 2.30 0.09
H -2.45 -1.99 -7.79 0.13
H -0.28 3.51 -1.45 0.04
H -1.17 -2.54 4.42 0.10
H -1.65 4.98 0.61 0.11
H 0.68 4.49 -2.57 0.07
H -3.95 2.52 -0.23 0.06
H 0.88 -3.16 -1.40 0.12
H -5.11 0.45 -3.54 0.11
H -4.10 1.30 -5.63 0.09
H 1.87 2.63 -3.68 0.08
H -3.95 5.47 1.38 0.10
H -5.42 1.73 0.36 0.07
H 1.26 -2.60 4.17 0.11
H 4.43 -1.01 3.00 0.08
H 6.15 0.39 -1.31 0.08
H 3.75 2.92 2.88 0.08
H -1.85 1.12 2.43 0.11
H 3.36 4.55 2.32 0.08
H -3.37 -3.26 -3.78 0.13
H 1.03 1.17 -4.18 0.05
H 1.20 1.54 -2.46 0.04
H -4.48 -0.52 0.75 0.08
H 0.52 -4.92 -5.29 0.10
H 2.67 -1.26 -4.77 0.12
H -3.31 -1.24 -0.37 0.04
H -3.26 -3.84 0.14 0.10
H -0.29 -0.39 -4.44 0.10
H -5.15 0.02 -1.48 0.12
H -1.87 2.38 -5.52 0.11
H 3.62 0.26 3.92 0.07
H -0.28 3.26 -4.48 0.12
H 0.64 4.68 2.22 0.11
H -1.13 -2.68 0.14 0.08
H 4.10 3.38 1.22 0.07
H 5.29 1.67 -0.46 0.08
H 3.69 0.86 1.57 0.11
H -5.37 2.44 -1.27 0.08
H 4.54 -1.14 -2.89 0.11
H -1.09 4.59 -2.60 0.08
H 3.63 -1.39 4.53 0.08
H 0.02 -4.96 -2.86 0.11
H -2.88 0.20 0.53 0.03
H -3.33 -3.73 4.43 0.09
H -4.15 1.60 3.19 0.11
H 1.85 -3.06 -6.24 0.10
H -5.20 3.79 2.70 0.10